(1)
# C5H12N5

An isolated ion of composition C5H12N5 and charge +1 (ωB97M-V with the def2-TZVPD basis set, OMol25).

The SMILES is [H]/N=C\C1=[NH+]CN[C@H]1NCN. The energy above the lowest of the compared OMol25 structures with the same formula, charge and spin comes out at 71.2 kcal/mol. The net charge is +1. The HOMO-LUMO gap comes out at 9.4253 eV. The value obtained for the LUMO energy is -3.96 eV. For the molar mass, the calculation gives 142.19 g/mol. For the HOMO energy, the calculation gives -13.39 eV. The value obtained for the total energy is -471.1952 Ha.

Each line ends with the natural charge from an NBO analysis.
Positions of all 22 atoms, in Å:
H1 -1.249974 1.404073 -1.671726  0.35
N1 -0.620659 2.084077 -1.265622  -0.58
C1 0.277188 1.713852 -0.452932  0.08
C2 0.458645 0.307994 -0.665443  0.40
N2 1.450429 -0.281868 -1.270287  -0.45
C3 1.209384 -1.691805 -1.521994  -0.05
N3 -0.134916 -1.892917 -1.025289  -0.61
C4 -0.551321 -0.742527 -0.263913  0.05
N4 -0.482355 -0.881097 1.181062  -0.60
C5 -1.092708 0.215821 1.888266  -0.07
N5 -0.456397 1.502045 1.563440  -0.80
H2 1.022457 2.415154 -0.110223  0.22
H3 2.305956 0.172232 -1.566166  0.45
H4 1.982521 -2.294005 -1.020115  0.21
H5 1.252970 -1.897182 -2.599744  0.22
H6 -0.300301 -2.772669 -0.557369  0.41
H7 -1.594271 -0.487190 -0.496761  0.22
H8 0.454167 -1.086270 1.514708  0.37
H9 -2.143540 0.259988 1.587384  0.20
H10 -1.039947 -0.011686 2.956168  0.21
H11 -1.097225 2.282573 1.642862  0.40
H12 0.349896 1.681406 2.153694  0.38

Atoms 1-3, force components in eV/Å:
H 0.0 -0.4 0.0
N -0.6 1.7 -0.5
C -0.1 0.2 -1.2



(2)
# C5H12N5

An isolated ion of composition C5H12N5 and charge +1 (ωB97M-V with the def2-TZVPD basis set, OMol25).

The SMILES is N=C=[NH+][C@@H]1CNCCN1N. The energy above the lowest of the compared OMol25 structures with the same formula, charge and spin comes out at 114.5 kcal/mol. The net charge is +1. The HOMO-LUMO gap comes out at 8.5255 eV. The value obtained for the LUMO energy is -3.91 eV. For the molar mass, the calculation gives 142.19 g/mol. For the HOMO energy, the calculation gives -12.43 eV. The value obtained for the total energy is -471.1261 Ha.

Each line ends with the natural charge from an NBO analysis.
Positions of all 22 atoms, in Å:
N1 3.585134 -0.105144 -0.854420  -0.51
C1 2.892031 0.046928 0.091072  0.80
N2 2.223911 -0.204174 1.164007  -0.61
C2 0.709655 -0.184483 1.018192  0.12
C3 0.134095 -1.382221 0.235344  -0.29
N3 -0.732752 -0.918652 -0.854655  -0.62
C4 -1.802988 -0.062396 -0.340089  -0.28
C5 -1.284336 1.020865 0.531704  -0.24
N4 0.211357 1.056020 0.416116  -0.26
N5 0.620457 1.297556 -0.870618  -0.72
H1 4.329341 0.178296 -1.525798  0.50
H2 2.569533 -0.909079 1.847326  0.47
H3 0.387018 -0.113819 2.041526  0.23
H4 0.931514 -2.034503 -0.009560  0.21
H5 -0.437869 -2.104685 0.864765  0.20
H6 -1.055921 -1.804502 -1.207371  0.39
H7 -2.631500 -0.492480 0.192306  0.20
H8 -2.239057 0.404752 -1.200446  0.22
H9 -1.586672 2.039063 0.359341  0.23
H10 -1.352837 0.913773 1.586689  0.20
H11 0.732806 2.230626 -1.128983  0.37
H12 0.326655 0.783340 -1.717281  0.39

Atoms 1-3, force components in eV/Å:
N -0.1 0.9 0.9
C 1.8 -1.5 -1.8
N -1.2 0.0 -0.5



(3)
# C5H12NO

An isolated ion of composition C5H12NO and charge -1 (ωB97M-V with the def2-TZVPD basis set, OMol25).

The SMILES is CNCCCC[O-]. The energy above the lowest of the compared OMol25 structures with the same formula, charge and spin comes out at 20.0 kcal/mol. The net charge is -1. The HOMO-LUMO gap comes out at 6.5773 eV. The value obtained for the LUMO energy is 4.27 eV. For the molar mass, the calculation gives 102.16 g/mol. For the HOMO energy, the calculation gives -2.30 eV. The value obtained for the total energy is -327.6641 Ha.

Each line ends with the natural charge from an NBO analysis.
Positions of all 19 atoms, in Å:
C1 -0.536168 1.934814 -1.352259  -0.40
N1 0.727965 1.924492 -0.582965  -0.64
C2 1.114292 0.559606 -0.193006  -0.25
C3 0.366673 0.010132 1.052779  -0.41
C4 0.238990 -1.495194 1.044489  -0.44
C5 -0.841653 -2.081308 0.069711  0.00
O1 -1.208695 -1.254813 -0.929165  -0.97
H1 -0.454908 1.291336 -2.213650  0.21
H2 -1.380559 1.692815 -0.711491  0.18
H3 -0.744877 2.961427 -1.684757  0.16
H4 0.549329 2.473456 0.241073  0.33
H5 2.194950 0.532690 -0.055732  0.16
H6 0.739073 -0.135797 -0.952237  0.25
H7 0.850834 0.331426 1.982631  0.16
H8 -0.626909 0.467771 1.040221  0.20
H9 -0.070888 -1.865520 2.031151  0.17
H10 1.213972 -1.912226 0.761501  0.17
H11 -0.412211 -3.072494 -0.250095  0.06
H12 -1.719217 -2.362607 0.701809  0.06

Atoms 1-3, force components in eV/Å:
C 0.3 1.0 0.8
N -0.2 -0.2 -0.8
C -1.1 -0.3 0.5



(4)
# C5H12NO

A 2-piece molecular cluster, C5H12NO overall (ωB97M-V with the def2-TZVPD basis set, OMol25).

The energy above the lowest of the compared OMol25 structures with the same formula, charge and spin comes out at 121.9 kcal/mol. The net charge is -1. The HOMO-LUMO gap comes out at 6.0740 eV. The value obtained for the LUMO energy is 3.57 eV. For the molar mass, the calculation gives 102.16 g/mol. For the HOMO energy, the calculation gives -2.50 eV. The value obtained for the total energy is -327.5018 Ha.

Each line ends with the natural charge from an NBO analysis.
Positions of all 19 atoms, in Å:
C1 -0.482110 -1.768637 -2.124791  -0.65
C2 -0.719542 -0.772022 -0.964469  -0.08
C3 0.331034 0.761942 0.915235  -0.38
C4 -0.830564 0.773639 1.894253  -0.60
N1 -1.224278 -1.305866 0.184754  -0.33
C5 0.430622 -0.539930 0.041807  -0.45
O1 2.106456 2.585436 0.349114  -1.36
H1 -0.095051 -2.609766 -1.549325  0.22
H2 -1.307156 -1.885040 -2.806764  0.21
H3 0.360980 -1.328986 -2.710660  0.20
H4 -1.320052 0.207725 -1.297661  0.17
H5 0.258586 1.579043 0.210796  0.26
H6 1.189340 0.884636 1.576709  0.23
H7 -0.807488 1.662926 2.551418  0.20
H8 -1.766325 0.718034 1.321415  0.20
H9 -0.804695 -0.134931 2.531290  0.18
H10 2.642936 2.924827 -0.385184  0.39
H11 0.674903 -1.327761 0.789196  0.29
H12 1.362404 -0.425269 -0.527132  0.30

Atoms 1-3, force components in eV/Å:
C 2.4 1.9 0.6
C -4.2 0.1 -0.5
C -0.8 -0.5 0.1



(5)
# C5H12NO

An isolated ion of composition C5H12NO and charge -1 (ωB97M-V with the def2-TZVPD basis set, OMol25).

The SMILES is CCCCNC[O-]. The energy above the lowest of the compared OMol25 structures with the same formula, charge and spin comes out at 53.2 kcal/mol. The net charge is -1. The HOMO-LUMO gap comes out at 6.3459 eV. The value obtained for the LUMO energy is 3.72 eV. For the molar mass, the calculation gives 102.16 g/mol. For the HOMO energy, the calculation gives -2.63 eV. The value obtained for the total energy is -327.6113 Ha.

Each line ends with the natural charge from an NBO analysis.
Positions of all 19 atoms, in Å:
C1 0.337769 -2.048235 -2.387705  -0.62
C2 0.925080 -0.741215 -1.930952  -0.41
C3 0.869217 -0.913908 -0.192897  -0.36
C4 -0.519114 -0.468109 0.469294  -0.27
N1 -0.488090 0.977764 0.288571  -0.73
C5 -0.159205 1.685525 1.593314  0.14
O1 -1.216097 1.798845 2.423875  -0.94
H1 -0.680318 -2.031087 -1.897010  0.20
H2 0.343949 -2.210566 -3.469017  0.19
H3 0.895376 -2.863300 -1.920457  0.19
H4 2.014808 -0.749181 -2.057180  0.17
H5 0.483885 0.176447 -2.149369  0.22
H6 1.782884 -0.202419 0.083317  0.20
H7 1.162660 -1.983694 -0.087036  0.16
H8 -1.170153 -1.178269 -0.055744  0.18
H9 -0.248642 -0.537917 1.523382  0.22
H10 -1.359467 1.498198 0.131690  0.37
H11 0.311299 2.610749 1.178852  0.08
H12 0.886638 1.151581 2.001249  0.02

Atoms 1-3, force components in eV/Å:
C -1.2 0.4 0.4
C 1.7 -2.4 4.4
C 1.8 1.8 -2.6



(6)
# C5H12NO

An isolated ion of composition C5H12NO and charge -1 (ωB97M-V with the def2-TZVPD basis set, OMol25).

The SMILES is CC(C)[C@H](N)C[O-]. The energy above the lowest of the compared OMol25 structures with the same formula, charge and spin comes out at 8.2 kcal/mol. The net charge is -1. The HOMO-LUMO gap comes out at 6.2684 eV. The value obtained for the LUMO energy is 3.93 eV. For the molar mass, the calculation gives 102.16 g/mol. For the HOMO energy, the calculation gives -2.34 eV. The value obtained for the total energy is -327.6830 Ha.

Each line ends with the natural charge from an NBO analysis.
Positions of all 19 atoms, in Å:
C1 0.952096 1.325718 -0.579549  -0.61
C2 0.525236 0.280658 0.425751  -0.25
C3 1.683572 -0.516340 0.979245  -0.60
C4 -0.731145 -0.503025 0.046486  -0.07
N1 -0.580723 -1.444268 -1.077554  -0.86
C5 -1.944907 0.448974 -0.194581  0.01
O1 -2.290511 1.206389 0.835763  -0.94
H1 1.737981 1.892039 -0.083652  0.18
H2 1.319024 0.826799 -1.474578  0.19
H3 0.178183 2.071810 -0.740716  0.23
H4 0.074235 0.868589 1.244000  0.23
H5 1.300950 -1.109144 1.815694  0.20
H6 2.502226 0.120913 1.300092  0.19
H7 2.073263 -1.187609 0.218038  0.18
H8 -0.964570 -1.009728 1.009671  0.14
H9 -1.500895 -1.843290 -1.234955  0.35
H10 0.001492 -2.210862 -0.749393  0.33
H11 -2.742106 -0.223531 -0.629320  0.05
H12 -1.593408 1.005911 -1.110437  0.06

Atoms 1-3, force components in eV/Å:
C 0.4 0.0 0.5
C -1.3 1.2 0.4
C -0.6 -0.4 -0.2



(7)
# C5H12NO

A 2-piece molecular cluster, C5H12NO overall (ωB97M-V with the def2-TZVPD basis set, OMol25).

The energy above the lowest of the compared OMol25 structures with the same formula, charge and spin comes out at 90.3 kcal/mol. The net charge is -1. The HOMO-LUMO gap comes out at 5.4031 eV. The value obtained for the LUMO energy is 2.92 eV. For the molar mass, the calculation gives 102.16 g/mol. For the HOMO energy, the calculation gives -2.48 eV. The value obtained for the total energy is -327.5522 Ha.

Each line ends with the natural charge from an NBO analysis.
Positions of all 19 atoms, in Å:
C1 2.936509 1.048204 -0.620412  0.05
N1 2.863449 2.237058 -1.125016  -0.74
C2 0.512888 -1.165807 0.027505  -0.64
C3 -0.233451 -0.152107 0.921149  -0.44
C4 -1.446586 0.506444 0.284943  -0.45
C5 -2.437255 -0.624868 -0.215509  -0.01
O1 -2.596467 -1.560005 0.729988  -0.96
H1 2.821895 0.884658 0.467094  0.13
H2 1.868154 2.127717 -0.686442  0.40
H3 2.875239 0.108189 -1.194734  0.15
H4 -2.024715 0.916479 1.119556  0.19
H5 -0.049166 -2.099040 0.087240  0.24
H6 0.445871 -0.811868 -1.009017  0.18
H7 1.550598 -1.390074 0.280285  0.17
H8 -0.749418 -0.808983 1.630509  0.26
H9 0.454983 0.535540 1.423074  0.16
H10 -1.293464 1.289037 -0.470714  0.16
H11 -3.402542 -0.081382 -0.416535  0.07
H12 -2.096524 -0.959199 -1.232972  0.06

Atoms 1-3, force components in eV/Å:
C -0.4 -0.4 -0.1
N -1.5 -1.6 -0.4
C -0.6 0.4 -0.5



(8)
# C5H12NO

A 2-piece molecular cluster, C5H12NO overall (ωB97M-V with the def2-TZVPD basis set, OMol25).

The energy above the lowest of the compared OMol25 structures with the same formula, charge and spin comes out at 34.8 kcal/mol. The net charge is -1. The HOMO-LUMO gap comes out at 6.2726 eV. The value obtained for the LUMO energy is 3.92 eV. For the molar mass, the calculation gives 102.16 g/mol. For the HOMO energy, the calculation gives -2.35 eV. The value obtained for the total energy is -327.6406 Ha.

Each line ends with the natural charge from an NBO analysis.
Positions of all 19 atoms, in Å:
C1 -0.891624 1.483384 -1.009025  -0.02
O1 -0.861949 1.381306 0.355448  -0.97
C2 -1.070223 0.147617 -1.741348  -0.24
N1 -1.288082 0.359045 -3.183804  -0.86
H1 -1.719812 2.138839 -1.382742  0.09
H2 0.071329 1.901042 -1.454795  0.05
H3 -0.231022 -0.576848 -1.516269  0.14
H4 -2.026327 -0.240406 -1.340003  0.17
H5 -0.441902 0.513639 -3.736676  0.34
H6 -1.707504 -0.466823 -3.560126  0.33
C3 2.160087 -1.136915 1.858556  -0.65
C4 0.848002 -0.432521 1.676796  -0.19
C5 -0.138576 -0.388876 2.610643  -0.43
H7 3.108140 -0.599671 1.579865  0.20
H8 2.286445 -1.448734 2.942416  0.19
H9 2.289982 -2.046548 1.218645  0.20
H10 0.686441 0.115368 0.760222  0.26
H11 -1.048672 0.135563 2.346654  0.25
H12 -0.024731 -0.838453 3.575551  0.15

Atoms 1-3, force components in eV/Å:
C 0.5 0.2 0.9
O -0.1 0.1 -1.1
C -0.2 -0.2 0.2